1.
Entry from OMol25: 2 unconnected molecules or ions with the total composition C14H16O (ωB97M-V/def2-TZVPD).

Summary:
energy: -618.29294 hartree
highest occupied orbital energy: -8.6 eV
energy relative to the best compared isomer or geometry (same formula, charge and spin): 14.5 kcal/mol
HOMO-LUMO gap: 0.3465 Eh

The geometry in ORCA input format:
```
! wB97M-V def2-TZVPD RIJCOSX def2/J DEFGRID3
* xyz 0 1
C -0.5845 -3.5636 0.5851
C -1.1469 -2.2149 0.2225
C -1.2813 -1.7423 -1.0610
C -2.0222 -0.6045 -1.3355
C -2.6438 0.0753 -0.3038
O -3.3596 1.2087 -0.6169
C -2.3795 -0.2727 1.0175
C -1.6384 -1.4106 1.2653
H 0.0218 -3.9406 -0.2316
H -1.4324 -4.2343 0.6762
H -0.1007 -3.6148 1.5576
H -0.6474 -2.0598 -1.8763
H -2.1538 -0.2159 -2.3330
H -4.2177 1.2232 -0.1914
H -2.7790 0.3386 1.8189
H -1.4435 -1.8045 2.2522
C 2.4556 0.1649 -1.7324
C 2.0190 1.0896 -0.6214
C 1.1785 0.6451 0.3763
C 0.7507 1.4937 1.4244
C 1.2646 2.7807 1.3891
C 2.1418 3.2426 0.4122
C 2.5301 2.3954 -0.5985
H 3.4408 -0.2756 -1.5348
H 2.5909 0.6685 -2.6644
H 1.7456 -0.6342 -1.8208
H 0.9398 -0.4099 0.4652
H 0.0275 1.2481 2.1848
H 0.9275 3.5337 2.0952
H 2.4703 4.2655 0.4672
H 3.3263 2.6247 -1.2879
*
```

Charges obtained by Löwdin population analysis, quoted in units of e: -0.049, -0.303, -0.063, -0.011, -0.325, 0.032, -0.027, -0.059, 0.075, 0.080, 0.077, 0.110, 0.119, 0.101, 0.117, 0.111, -0.047, -0.274, -0.046, -0.063, -0.111, -0.094, -0.054, 0.087, 0.066, 0.056, 0.099, 0.093, 0.097, 0.097, 0.108



2.
Entry from OMol25: 2 unconnected molecules or ions with the total composition C14H16O (ωB97M-V/def2-TZVPD).

Summary:
energy: -618.27397 hartree
highest occupied orbital energy: -8.3 eV
energy relative to the best compared isomer or geometry (same formula, charge and spin): 26.4 kcal/mol
HOMO-LUMO gap: 0.3347 Eh

The geometry in ORCA input format:
```
! wB97M-V def2-TZVPD RIJCOSX def2/J DEFGRID3
* xyz 0 1
C 0.6408 -4.0490 -1.9148
C 0.5653 -2.5782 -2.1214
C -0.0105 -1.7102 -1.2414
C -0.1573 -0.3240 -1.4607
C 0.3420 0.1467 -2.6566
O 0.2283 1.4810 -2.9167
C 1.1003 -0.6859 -3.5398
C 1.2313 -2.0174 -3.2331
H 0.0727 -4.6678 -2.6255
H 0.3245 -4.4304 -0.9515
H 1.6519 -4.4357 -2.1085
H -0.3629 -2.0201 -0.2580
H -0.7470 0.3952 -0.9314
H 0.5817 1.6702 -3.7924
H 1.5977 -0.3252 -4.4250
H 1.9412 -2.5993 -3.8101
C -2.8153 1.9243 2.4334
C -1.2966 1.8129 2.4924
C -0.5624 1.5217 1.3465
C 0.8206 1.3595 1.3757
C 1.4134 1.4097 2.6526
C 0.7265 1.7208 3.8192
C -0.6464 1.8974 3.7213
H -3.2459 1.5040 1.5283
H -3.0858 2.9748 2.5404
H -3.1921 1.3515 3.2790
H -1.0892 1.7521 0.4272
H 1.5196 1.4997 0.5639
H 2.4615 1.1279 2.5857
H 1.2611 1.9604 4.7228
H -1.2691 2.3335 4.4985
*
```

Charges obtained by Löwdin population analysis, quoted in units of e: -0.069, -0.294, -0.039, -0.016, -0.315, 0.040, -0.019, -0.052, 0.082, 0.072, 0.079, 0.117, 0.080, 0.100, 0.105, 0.113, -0.049, -0.281, -0.074, -0.073, -0.102, -0.082, -0.064, 0.073, 0.080, 0.075, 0.097, 0.106, 0.097, 0.098, 0.113



3.
Entry from OMol25: 2 unconnected molecules or ions with the total composition C14H16O (ωB97M-V/def2-TZVPD).

Summary:
energy: -618.23263 hartree
highest occupied orbital energy: -8.1 eV
energy relative to the best compared isomer or geometry (same formula, charge and spin): 52.3 kcal/mol
HOMO-LUMO gap: 0.3279 Eh

The geometry in ORCA input format:
```
! wB97M-V def2-TZVPD RIJCOSX def2/J DEFGRID3
* xyz 0 1
C -2.6505 -0.9505 3.8449
C -1.7494 -1.4306 2.7597
C -1.0296 -0.5091 1.9304
C -0.2819 -0.8590 0.8628
C -0.1969 -2.2533 0.7054
O 0.4303 -2.8710 -0.4400
C -0.7475 -3.1810 1.6213
C -1.4915 -2.8077 2.6836
H -3.5718 -1.5749 4.0172
H -3.1037 -0.0389 3.4530
H -2.0139 -0.7867 4.6676
H -1.0786 0.6325 2.1814
H 0.2694 -0.0818 0.3701
H 0.8275 -2.0576 -0.9880
H -0.5358 -4.2314 1.3750
H -1.8895 -3.5096 3.4157
C 1.0647 3.6173 -0.9863
C 1.0983 2.4010 -1.8019
C 0.2239 1.3621 -1.7465
C 0.3593 0.2954 -2.5318
C 1.4659 0.0129 -3.3008
C 2.4821 0.9279 -3.3250
C 2.2132 2.1470 -2.5852
H 0.2499 4.1721 -1.3442
H 1.8680 4.4686 -1.1176
H 0.9698 3.4975 0.1205
H -0.4827 1.2900 -0.9580
H -0.4259 -0.4973 -2.4949
H 1.3483 -0.9662 -3.8635
H 3.3329 0.9514 -3.9248
H 3.0459 2.8307 -2.6004
*
```

Charges obtained by Löwdin population analysis, quoted in units of e: -0.073, -0.284, -0.064, -0.054, -0.251, -0.045, -0.044, -0.054, 0.100, 0.071, 0.066, 0.147, 0.089, 0.137, 0.125, 0.122, -0.064, -0.299, -0.100, -0.142, -0.109, -0.049, -0.026, 0.053, 0.122, 0.094, 0.100, 0.127, 0.129, 0.079, 0.099



4.
Entry from OMol25: a molecular structure, C14H17BeN3S (ωB97M-V/def2-TZVPD).

Summary:
energy: -1120.84322 hartree
highest occupied orbital energy: -7.7 eV
HOMO-LUMO gap: 0.2611 Eh

The geometry in ORCA input format:
```
! wB97M-V def2-TZVPD RIJCOSX def2/J DEFGRID3
* xyz 0 1
C 1.7652 2.2405 0.2749
C 2.1523 2.3525 -1.2521
H 0.6734 2.2004 0.6027
H 2.0096 3.2420 0.6632
H 2.4540 1.5856 0.8627
H 1.5959 3.1587 -1.7883
H 3.1684 2.7635 -1.2490
H 2.2463 1.4256 -1.8908
C -0.8032 1.1004 2.0038
C -1.8118 0.8528 2.9460
C -2.9137 0.0433 2.6165
C -2.9085 -0.5138 1.3333
H 0.0659 1.6900 2.3051
H -1.7398 1.3021 3.9329
H -3.7273 -0.1540 3.3307
H -3.7201 -1.1814 1.0072
N -0.8195 0.6317 0.7360
C -1.8537 -0.2411 0.4299
C -1.6819 -0.9134 -0.8513
N -0.5476 -0.5947 -1.5013
C -0.2495 -1.2939 -2.5863
C -2.3337 -2.5317 -2.5438
C -1.1076 -2.2461 -3.1424
H 0.7159 -1.0929 -3.0453
H -0.8191 -2.7470 -4.0538
C -2.6089 -1.8522 -1.3629
H -3.5221 -2.0062 -0.8136
H -3.0382 -3.2453 -2.9658
Be 0.4924 1.1316 -0.4238
C -0.4246 2.0298 -1.6619
H -1.4705 1.7568 -1.8279
H 0.0421 2.0155 -2.6518
H -0.4205 3.0470 -1.2516
S 2.0425 -0.5737 -0.4413
C 1.7955 -1.0119 1.1175
N 1.6466 -1.3260 2.2585
*
```

Charges obtained by Löwdin population analysis, quoted in units of e: -0.185, -0.194, 0.074, 0.115, 0.082, 0.076, 0.084, 0.051, -0.078, -0.034, -0.033, 0.010, 0.120, 0.109, 0.120, 0.111, 0.084, -0.132, -0.202, 0.015, -0.132, -0.049, -0.042, 0.108, 0.102, 0.003, 0.094, 0.111, -0.132, -0.175, 0.006, 0.008, 0.009, 0.739, -0.866, 0.024



5.
Entry from OMol25: a single C14H17ClN4 molecule (ωB97M-V/def2-TZVPD).

Summary:
energy: -1222.89314 hartree
highest occupied orbital energy: -8.1 eV
energy relative to the best compared isomer or geometry (same formula, charge and spin): 0.0 kcal/mol
HOMO-LUMO gap: 0.3113 Eh

The geometry in ORCA input format:
```
! wB97M-V def2-TZVPD RIJCOSX def2/J DEFGRID3
* xyz 0 1
Cl 2.7870 -3.9919 3.6834
C 2.5902 -2.3628 3.1596
N 1.6865 -2.1555 2.1887
C 1.5141 -0.9176 1.8116
N 0.5425 -0.7503 0.8762
C -0.1880 -1.8413 0.2119
C -1.5692 -1.3069 -0.1772
C -1.6725 -0.4395 -1.4030
C -2.6822 -0.7437 -2.2970
C -3.0706 0.1548 -3.4604
C -2.5494 1.5687 -3.2947
C -1.0804 1.5675 -2.9447
C -0.8567 0.8099 -1.6129
C 2.1607 0.1567 2.3654
N 2.1720 1.5039 2.1750
C 3.0203 2.0950 3.0971
C 3.5748 1.1035 3.8188
C 3.0401 -0.1714 3.3912
N 3.2867 -1.3995 3.7974
H 0.3161 0.2094 0.6200
H -0.3176 -2.6971 0.8928
H 0.3389 -2.1375 -0.7229
H -1.9536 -0.7268 0.6557
H -2.2354 -2.1672 -0.2961
H -3.3283 -1.5834 -2.1527
H -4.1446 0.2403 -3.5202
H -2.6395 -0.2726 -4.3540
H -3.1163 2.0953 -2.5306
H -2.6782 2.1043 -4.2330
H -0.5440 1.0578 -3.7865
H -0.6855 2.5797 -2.9038
H 0.2042 0.6295 -1.5510
H -1.1196 1.4739 -0.7882
H 1.6988 1.9951 1.4243
H 3.2175 3.1433 3.2222
H 4.2812 1.1762 4.6379
*
```

Charges obtained by Löwdin population analysis, quoted in units of e: 0.665, -0.780, 0.113, -0.298, 0.052, -0.162, -0.165, -0.222, -0.026, -0.195, -0.231, -0.193, -0.166, -0.165, 0.077, -0.086, -0.017, -0.251, 0.102, 0.110, 0.117, 0.131, 0.119, 0.113, 0.092, 0.105, 0.108, 0.117, 0.108, 0.129, 0.105, 0.101, 0.117, 0.153, 0.115, 0.108



6.
Entry from OMol25: a single C14H17ClN4 molecule (ωB97M-V/def2-TZVPD).

Summary:
energy: -1222.87231 hartree
highest occupied orbital energy: -7.5 eV
energy relative to the best compared isomer or geometry (same formula, charge and spin): 13.1 kcal/mol
HOMO-LUMO gap: 0.2882 Eh

The geometry in ORCA input format:
```
! wB97M-V def2-TZVPD RIJCOSX def2/J DEFGRID3
* xyz 0 1
C 0.3837 5.3759 -0.5822
C -0.0820 4.0673 -0.0895
C -1.1887 3.9607 0.7791
C -1.7083 2.7420 1.1976
C -2.9708 2.7145 2.0890
C -1.0540 1.5618 0.7870
C 0.1262 1.6511 0.0358
C 0.5882 2.8926 -0.4454
C 0.9048 0.4350 -0.2733
Cl 2.6156 0.6307 -0.7883
C 0.3353 -0.8243 -0.1773
C 1.0325 -2.1197 -0.3329
N 2.2575 -2.2784 0.0817
N 2.8861 -3.4984 0.0112
C 3.9917 -3.5504 0.6957
N 4.7460 -4.6588 0.7843
N 4.5490 -2.5639 1.4100
C -1.1527 -0.8592 0.2010
C -1.4933 0.1988 1.2160
H 0.8680 5.2256 -1.5330
H 1.0869 5.7677 0.1544
H -0.4260 6.0833 -0.7455
H -1.6715 4.8895 1.1256
H -3.2127 3.7124 2.4882
H -3.8312 2.3927 1.4956
H -2.8636 2.0296 2.9727
H 1.4818 2.8994 -1.0453
H 0.4607 -3.0035 -0.6647
H 5.6918 -4.3928 1.0038
H 4.5707 -5.2729 -0.0131
H 3.8165 -1.8654 1.5218
H 4.9485 -2.9123 2.2620
H -1.7034 -0.7092 -0.7220
H -1.3799 -1.8610 0.5686
H -0.9982 -0.0126 2.1723
H -2.5549 0.2029 1.4095
*
```

Charges obtained by Löwdin population analysis, quoted in units of e: -0.060, -0.273, -0.009, -0.199, -0.046, -0.137, -0.176, -0.012, -0.468, 0.654, -0.205, -0.121, -0.040, 0.031, -0.583, 0.125, 0.132, -0.144, -0.146, 0.075, 0.090, 0.080, 0.121, 0.072, 0.078, 0.089, 0.075, 0.117, 0.097, 0.111, 0.087, 0.099, 0.126, 0.113, 0.140, 0.106



7.
Entry from OMol25: a molecular structure, C14H17F3N2O3PtS (ωB97M-V/def2-TZVPD).

Summary:
energy: -1695.85648 hartree
highest occupied orbital energy (spin up / spin down): -7.0 / -8.5 eV
energy relative to the best compared isomer or geometry (same formula, charge and spin): 0.6 kcal/mol
HOMO-LUMO gap (spin up / spin down): 0.2110 / 0.2675 Eh

The geometry in ORCA input format:
```
! wB97M-V def2-TZVPD RIJCOSX def2/J DEFGRID3
* xyz 0 3
C -1.4862 1.2196 3.2900
C -1.3867 -0.2291 3.4762
H -0.8036 1.5183 4.0793
H -2.5241 1.6790 3.1623
H -0.8270 1.5470 2.4076
H -0.5362 -0.4744 2.7607
H -1.0079 -0.5653 4.4744
H -2.2853 -0.7556 3.1749
C 0.1470 2.6407 -0.6832
C 0.5295 3.5124 -1.7082
C 0.6843 2.9742 -3.0149
C 0.5003 1.6153 -3.2694
H 0.0158 2.9291 0.3710
H 0.7441 4.5814 -1.4703
H 0.9535 3.6633 -3.8211
H 0.6860 1.1288 -4.2278
N -0.0732 1.3356 -1.0062
C 0.0920 0.7851 -2.2362
C -0.0438 -0.6457 -2.2980
N -0.3272 -1.2523 -1.1238
C -0.3690 -2.5783 -0.8416
C 0.1550 -2.8669 -3.1725
C -0.1379 -3.4384 -1.9014
H -0.5757 -2.8845 0.2019
H -0.1556 -4.5319 -1.6955
C 0.2193 -1.4854 -3.3714
H 0.4984 -0.9942 -4.2980
H 0.3234 -3.5613 -3.9982
Pt -0.8957 0.0468 0.2516
C -2.8313 0.0948 0.3065
H -3.1064 -0.9211 0.0029
H -3.0654 0.8216 -0.4768
H -3.3126 0.3711 1.2424
F 1.7839 -2.1731 2.6379
C 2.8499 -1.4251 2.2343
F 3.6532 -1.2457 3.2996
F 3.5315 -2.0931 1.2774
S 2.2166 0.2071 1.6077
O 1.6980 0.8383 2.8056
O 3.3165 0.8380 0.9337
O 1.1526 -0.2263 0.6164
*
```

Charges obtained by Löwdin population analysis, quoted in units of e: -0.232, -0.231, 0.064, 0.093, 0.030, 0.026, 0.089, 0.053, -0.059, -0.023, -0.033, 0.009, 0.130, 0.125, 0.113, 0.114, -0.103, -0.198, -0.197, -0.112, -0.076, -0.029, -0.031, 0.136, 0.123, 0.013, 0.111, 0.112, 1.220, -0.368, -0.019, -0.019, -0.021, 0.095, -0.613, 0.126, 0.116, 0.540, -0.294, -0.284, -0.498